No. 1
Molecular formula: C52H85B3NO32S2
Method: DFT, the ωB97M-V functional and the def2-TZVPD basis

XYZ file:
```
175
Properties=species:S:1:pos:R:3:lowdin_charge:R:1
C -3.39185 -3.00180 3.68524 -0.143
C -4.83055 -2.27192 3.61016 -0.263
C -5.77664 -2.93717 2.50185 -0.216
C -5.66831 -2.25296 1.03981 -0.229
C -4.57870 -2.94727 0.08294 -0.212
C -4.08587 -1.98675 -1.13811 -0.192
C -2.54815 -2.32361 -1.51888 -0.167
C -1.49552 -1.17230 -1.20122 -0.193
N -0.73240 -1.24300 0.05499 -0.223
C -0.18646 -2.56903 0.40718 -0.205
C 1.24775 -2.57320 1.11144 -0.177
C 1.62217 -4.14648 1.34757 -0.193
C 1.86770 -4.45335 2.92476 -0.204
C 0.47292 -4.78564 3.69105 -0.196
C 0.02379 -6.32239 3.45601 -0.218
C -1.40319 -6.67805 4.09445 -0.256
C -2.60918 -6.71597 3.02828 -0.135
C -1.27850 -0.48613 1.16811 -0.919
S -2.87760 -0.27017 1.58608 0.771
S -0.01192 0.39089 2.23359 0.824
C -0.81656 1.91412 2.92102 -0.490
C -1.62992 1.70715 4.28614 -0.213
C -0.81216 2.24723 5.59571 -0.059
B -1.42927 3.64846 6.15819 -0.453
O -2.71704 3.80760 6.77387 0.221
B -3.40100 4.78229 5.92112 -0.329
C -4.92939 4.36624 5.47551 -0.505
O -5.58591 3.61173 6.28426 -0.094
O -5.42330 4.78752 4.26689 -0.188
O -2.75643 6.01642 5.45814 0.204
B -1.43264 5.60945 4.99544 -0.420
C -0.89112 5.90270 3.47854 -0.208
C -1.93541 5.19173 2.47874 -0.054
C 0.61548 5.36157 3.38370 -0.219
C 1.18830 5.19419 1.88952 -0.109
O -0.64375 4.87535 5.98939 0.175
H -3.62645 -4.13155 3.73998 0.051
H -2.81458 -2.75565 4.64531 0.082
H -2.74400 -2.84240 2.76334 0.023
H -4.75860 -1.13083 3.54838 0.085
H -5.32969 -2.48847 4.63012 0.107
H -6.86200 -2.73814 2.84580 0.105
H -5.64684 -4.06972 2.48714 0.106
H -5.57927 -1.11586 1.10454 0.084
H -6.69327 -2.45084 0.54108 0.103
H -3.68506 -3.39333 0.63131 0.087
H -5.12126 -3.83586 -0.41625 0.113
H -4.26851 -0.89111 -0.89204 0.080
H -4.74432 -2.27732 -2.03488 0.083
H -2.33032 -3.35023 -1.08781 0.094
H -2.55065 -2.45991 -2.66569 0.102
H -0.76822 -1.08055 -2.09585 0.096
H -2.07373 -0.17288 -1.19869 0.125
H -0.07206 -3.15929 -0.57873 0.143
H -0.91283 -3.20850 1.04354 0.121
H 1.27955 -2.09812 2.14416 0.069
H 2.06701 -2.15861 0.42013 0.115
H 2.50549 -4.48290 0.70167 0.106
H 0.69993 -4.76838 1.06443 0.090
H 2.29702 -3.53039 3.46651 0.104
H 2.63215 -5.29503 3.08652 0.107
H 0.68475 -4.70385 4.82022 0.109
H -0.34319 -4.03993 3.39566 0.102
H 0.10176 -6.56358 2.34351 0.104
H 0.79785 -6.97025 4.01657 0.098
H -1.35485 -7.72439 4.58232 0.091
H -1.65455 -5.95832 4.95012 0.111
H -3.56744 -6.40416 3.57369 0.060
H -2.70618 -7.73036 2.50241 0.076
H -2.40045 -5.88016 2.26750 0.068
H -1.58402 2.25221 2.12839 0.066
H -0.01265 2.71384 3.01377 0.055
H -2.55763 2.39380 4.21671 0.117
H -2.01366 0.65294 4.46727 0.099
H 0.28653 2.39335 5.32791 0.103
H -0.95430 1.47401 6.43836 0.117
H -0.91709 7.03237 3.24385 0.141
H -2.70198 5.96980 2.13217 0.105
H -1.46296 4.61321 1.62109 0.067
H -2.53536 4.42942 3.09730 0.078
H 1.27624 6.15997 3.89594 0.115
H 0.81546 4.39223 3.94468 0.088
H 2.11374 5.86259 1.73796 0.055
H 0.44727 5.45960 1.06890 0.071
H 1.57172 4.10884 1.79901 0.077
C 4.37406 7.90064 0.60969 -0.132
C 5.07611 8.33744 -0.63919 -0.125
O 5.46153 7.10493 -1.23681 0.062
C 4.61791 6.14902 -0.76187 -0.538
O 4.55645 5.02826 -1.18577 0.140
O 3.85281 6.62497 0.25427 0.051
H 3.57164 8.58328 0.89777 0.097
H 5.05827 7.77911 1.45551 0.140
H 4.41404 8.87211 -1.32635 0.139
H 5.94831 8.95903 -0.43228 0.135
C -1.86971 -3.90362 -6.17845 -0.131
C -0.80378 -4.92386 -5.92401 -0.137
O -0.86744 -5.11122 -4.51682 0.072
C -2.11833 -4.75105 -4.12161 -0.550
O -2.56019 -4.93927 -3.02461 0.136
O -2.80068 -4.14643 -5.13040 0.054
H -2.34192 -4.02637 -7.15378 0.134
H -1.49814 -2.87925 -6.09075 0.133
H -1.01123 -5.87885 -6.41762 0.134
H 0.18480 -4.57596 -6.22521 0.101
C 2.99752 11.88917 4.28791 -0.129
C 3.45592 10.49550 4.59408 -0.126
O 3.13966 9.78706 3.40321 0.067
C 3.08929 10.69827 2.39571 -0.529
O 3.01084 10.41508 1.23339 0.140
O 3.13986 11.96908 2.87513 0.072
H 3.60580 12.64703 4.78328 0.136
H 1.94749 12.05137 4.54699 0.139
H 4.53488 10.43716 4.76451 0.136
H 2.93819 10.06475 5.45200 0.140
C -7.44553 -2.23481 -5.40603 -0.132
C -6.48935 -1.90162 -4.30099 -0.138
O -5.22046 -2.14992 -4.89094 0.054
C -5.37579 -2.04358 -6.23718 -0.541
O -4.47166 -2.02932 -7.02263 0.150
O -6.69066 -1.95412 -6.57743 0.063
H -8.35078 -1.62704 -5.37225 0.135
H -7.72721 -3.29180 -5.41191 0.135
H -6.54188 -0.85008 -4.00420 0.140
H -6.63697 -2.52610 -3.41894 0.129
C 3.29175 -2.63512 -8.94759 -0.129
C 4.10922 -3.45488 -7.99568 -0.128
O 3.45058 -3.25244 -6.75309 0.074
C 2.16700 -2.90305 -7.03175 -0.532
O 1.29611 -2.82238 -6.21261 0.138
O 1.99809 -2.65778 -8.35862 0.071
H 3.26905 -3.06041 -9.95187 0.135
H 3.63418 -1.59825 -9.00855 0.136
H 4.08890 -4.52166 -8.23721 0.135
H 5.14703 -3.12319 -7.94418 0.139
C -0.60409 -9.70160 7.47029 -0.136
C 0.79770 -9.98144 7.92273 -0.138
O 1.54795 -8.95038 7.29673 0.064
C 0.68862 -7.92362 7.04756 -0.545
O 1.02426 -6.83703 6.67988 0.156
O -0.60152 -8.29494 7.27227 0.054
H -1.34814 -9.98747 8.21512 0.135
H -0.84404 -10.19166 6.52208 0.134
H 0.91295 -9.89434 9.00716 0.134
H 1.14966 -10.96461 7.60696 0.134
C 0.59006 0.27116 -3.93266 -0.132
C 1.57888 0.65104 -2.87261 -0.111
O 2.83023 0.33633 -3.47590 0.054
C 2.64261 0.36215 -4.82199 -0.556
O 3.52907 0.30613 -5.62884 0.138
O 1.32451 0.46065 -5.13688 0.057
H -0.30065 0.90048 -3.91726 0.143
H 0.28549 -0.77712 -3.86607 0.119
H 1.55635 1.72002 -2.64165 0.143
H 1.43863 0.08648 -1.94941 0.132
C 4.19879 3.34482 -7.34661 -0.130
C 2.75708 2.93856 -7.37098 -0.132
O 2.08390 4.15849 -7.65562 0.067
C 2.97616 4.97101 -8.28446 -0.550
O 2.69175 6.00825 -8.80967 0.151
O 4.23368 4.45112 -8.24004 0.061
H 4.86239 2.54916 -7.68687 0.136
H 4.52337 3.67874 -6.35677 0.132
H 2.53779 2.22028 -8.16612 0.140
H 2.42523 2.52495 -6.41956 0.112
C 6.09710 2.25804 -1.72143 -0.136
C 5.86722 2.01475 -3.18088 -0.126
O 7.04568 1.32726 -3.58228 0.063
C 7.56463 0.74030 -2.46913 -0.550
O 8.46288 -0.05217 -2.47995 0.144
O 6.93100 1.16867 -1.34345 0.065
H 5.16995 2.25491 -1.14757 0.133
H 6.62901 3.19390 -1.53064 0.128
H 5.00306 1.37220 -3.36714 0.112
H 5.74733 2.94185 -3.74347 0.133
```

Summary:
Net charge: -1
Largest force on an atom: 5.1 eV/Å
Lowest unoccupied orbital energy: 1.43 eV
Gap between HOMO and LUMO: 5.709 eV

No. 2
Molecular formula: C4H6N2O
Method: DFT, the ωB97M-V functional and the def2-TZVPD basis

XYZ file:
```
13
Properties=species:S:1:pos:R:3:nbo_charge:R:1
C 0.66323 -0.86806 0.69474 -0.222
C 0.45776 -2.12266 -1.05305 0.165
C 0.33049 0.03410 -0.29925 -0.186
C -0.96314 3.28272 0.75318 0.282
N 0.18553 -0.83118 -1.37681 -0.516
N 0.57063 -2.18092 0.23213 -0.473
O -1.30263 4.18702 0.08373 -0.515
H 0.90711 -0.66479 1.79607 0.216
H 0.19437 -2.98046 -1.69660 0.209
H -0.69437 3.52759 1.86281 0.060
H -0.89420 2.16242 0.48915 0.155
H 0.68222 -2.91557 0.80794 0.414
H -0.13699 -0.63019 -2.29404 0.411
```

Summary:
Net charge: 0
Largest force on an atom: 3.9 eV/Å
Energy relative to the best compared isomer or geometry (same formula, charge and spin): 396.6 kJ/mol
Lowest unoccupied orbital energy: 0.53 eV
Gap between HOMO and LUMO: 8.588 eV